[1]
{
  "formula": "C49H42BrClI2N9O2PSSr",
  "method": "ωB97M-V/def2-TZVPD",
  "species": ["Sr", "N", "C", "S", "N", "N", "C", "C", "C", "C", "C", "C", "C", "O", "H", "H", "H", "H", "H", "H", "H", "C", "C", "O", "N", "C", "C", "C", "C", "C", "C", "N", "H", "H", "H", "H", "H", "H", "H", "H", "H", "H", "Cl", "C", "C", "C", "C", "C", "C", "P", "C", "C", "C", "C", "C", "C", "C", "C", "C", "C", "C", "C", "H", "H", "H", "H", "H", "H", "H", "H", "H", "H", "H", "H", "H", "H", "Br", "C", "C", "C", "C", "C", "C", "I", "H", "H", "H", "H", "N", "C", "C", "C", "C", "C", "N", "C", "H", "H", "H", "H", "I", "C", "C", "N", "N", "C", "H", "H", "H"],
  "positions_angstrom": [[-0.276, -1.303, -0.560], [-1.869, -5.775, 0.362], [-1.332, -4.644, -0.205], [-0.101, -3.860, 0.769], [-1.834, -4.294, -1.339], [-1.356, -3.107, -1.916], [-1.686, -3.072, -3.161], [-1.460, -2.029, -4.141], [-2.009, -2.245, -5.413], [-1.904, -1.315, -6.425], [-1.235, -0.118, -6.157], [-0.678, 0.123, -4.921], [-0.752, -0.826, -3.875], [-0.210, -0.601, -2.722], [-1.324, -6.236, 1.067], [-2.440, -6.344, -0.241], [-2.230, -3.943, -3.531], [-2.535, -3.177, -5.592], [-2.336, -1.504, -7.398], [-1.151, 0.636, -6.932], [-0.169, 1.057, -4.723], [0.631, -1.028, 4.554], [0.790, -0.324, 3.230], [0.403, -0.820, 2.179], [1.415, 0.875, 3.289], [1.565, 1.752, 2.146], [0.553, 2.873, 2.158], [0.944, 4.189, 2.372], [-0.023, 5.182, 2.388], [-1.345, 4.823, 2.192], [-1.637, 3.482, 1.993], [-0.720, 2.521, 1.976], [0.301, -2.047, 4.376], [-0.123, -0.510, 5.151], [1.568, -1.030, 5.112], [1.668, 1.224, 4.198], [1.424, 1.144, 1.252], [2.577, 2.157, 2.124], [1.991, 4.424, 2.514], [0.252, 6.216, 2.552], [-2.136, 5.559, 2.193], [-2.662, 3.166, 1.830], [-1.522, 1.773, -1.441], [-0.490, 2.784, -2.417], [-1.130, 3.862, -3.020], [-0.406, 4.758, -3.782], [0.964, 4.589, -3.923], [1.584, 3.513, -3.315], [0.877, 2.562, -2.567], [1.782, 1.149, -1.801], [3.263, 2.079, -1.209], [3.082, 3.244, -0.462], [4.158, 3.893, 0.122], [5.442, 3.383, -0.021], [5.637, 2.228, -0.765], [4.558, 1.585, -1.358], [2.504, 0.238, -3.225], [2.626, 0.722, -4.522], [3.195, -0.058, -5.520], [3.653, -1.334, -5.237], [3.531, -1.832, -3.947], [2.956, -1.054, -2.955], [-2.195, 3.984, -2.880], [-0.910, 5.593, -4.251], [1.549, 5.293, -4.501], [2.657, 3.403, -3.408], [2.086, 3.659, -0.344], [3.996, 4.804, 0.686], [6.284, 3.885, 0.437], [6.633, 1.823, -0.889], [4.732, 0.688, -1.939], [2.256, 1.703, -4.782], [3.266, 0.334, -6.527], [4.089, -1.943, -6.018], [3.870, -2.833, -3.714], [2.856, -1.459, -1.955], [-4.610, -6.085, 4.367], [-4.489, -4.461, 5.332], [-5.347, -4.291, 6.411], [-5.309, -3.120, 7.148], [-4.411, -2.119, 6.807], [-3.554, -2.298, 5.734], [-3.583, -3.468, 4.981], [-2.264, -3.634, 3.366], [-6.041, -5.080, 6.664], [-5.983, -2.992, 7.984], [-4.372, -1.196, 7.371], [-2.852, -1.518, 5.473], [-3.216, 1.326, 4.701], [-3.434, 0.899, 3.656], [-3.699, 0.358, 2.353], [-4.958, 0.430, 1.768], [-5.118, -0.092, 0.497], [-4.022, -0.657, -0.136], [-2.816, -0.736, 0.426], [-2.658, -0.242, 1.650], [-5.784, 0.884, 2.299], [-6.076, -0.063, -0.003], [-4.107, -1.075, -1.133], [-1.674, -0.315, 2.092], [6.423, -1.240, 2.106], [4.597, -1.759, 1.315], [4.075, -3.023, 1.151], [2.869, -2.861, 0.584], [2.563, -1.572, 0.383], [3.612, -0.892, 0.819], [4.466, -3.995, 1.398], [2.146, -3.561, 0.410], [3.640, 0.184, 0.751]],
  "mulliken_charge": [1.844, -0.323, 0.290, -0.641, -1.306, 0.809, -1.442, 0.966, -0.721, -0.930, -0.843, -0.150, -0.420, 0.998, 0.266, 0.228, 0.206, 0.378, 0.381, 0.454, 0.282, -1.678, 0.206, 0.022, 0.158, 1.043, -0.229, -0.485, -0.686, -0.978, -0.132, 0.533, 0.181, 0.375, 0.500, 0.262, -1.099, 0.422, 0.469, 0.423, 0.437, 0.391, 0.220, 0.116, -0.545, -0.690, -0.836, -0.725, -0.263, 1.531, 0.282, -0.750, -0.626, -0.744, -0.663, -0.571, 0.826, -0.486, -0.540, -0.761, -0.686, -0.533, 0.511, 0.397, 0.432, 0.534, 0.649, 0.451, 0.395, 0.467, 0.489, 0.228, 0.431, 0.362, 0.488, 0.359, -0.196, 0.242, -0.485, -0.493, -0.770, -0.043, -0.014, 0.280, 0.381, 0.358, 0.403, 0.288, -0.660, -0.145, 0.463, -0.387, -0.999, -0.601, 0.765, -0.524, 0.559, 0.466, 0.463, 0.577, 0.048, -1.110, -0.364, 0.009, 0.309, 0.130, 0.492, -0.041, 0.393],
  "de_lowest_ev": 0.000
}



[2]
{
  "formula": "C33H30BrIIrN8SSb",
  "method": "ωB97M-V/def2-TZVPD",
  "species": ["Ir", "C", "C", "C", "C", "C", "C", "N", "Sb", "C", "C", "C", "C", "C", "C", "N", "C", "C", "C", "C", "C", "C", "N", "H", "H", "H", "H", "H", "H", "H", "H", "H", "H", "H", "H", "H", "H", "H", "H", "H", "H", "I", "C", "C", "C", "C", "C", "N", "H", "H", "H", "H", "N", "C", "C", "C", "C", "C", "N", "C", "H", "H", "H", "H", "Br", "S", "C", "N", "C", "C", "C", "N", "H", "H", "H", "H"],
  "positions_angstrom": [[0.124, 0.780, -0.328], [-2.198, -1.648, -1.238], [-2.220, -1.218, 0.202], [-3.271, -1.793, 0.918], [-3.449, -1.547, 2.252], [-2.523, -0.718, 2.862], [-1.488, -0.153, 2.136], [-1.330, -0.371, 0.794], [-0.351, 1.067, 3.480], [-0.031, 2.674, 2.057], [0.141, 3.854, 2.758], [0.184, 5.072, 2.099], [-0.032, 5.060, 0.745], [-0.240, 3.865, 0.060], [-0.584, 4.045, -1.393], [-0.193, 2.663, 0.697], [1.439, -0.101, 3.768], [2.000, 0.061, 5.024], [3.100, -0.725, 5.360], [3.576, -1.633, 4.434], [2.948, -1.743, 3.193], [3.434, -2.712, 2.156], [1.891, -0.987, 2.872], [-2.284, -2.735, -1.258], [-1.305, -1.385, -1.778], [-3.078, -1.251, -1.751], [-3.943, -2.448, 0.381], [-4.272, -1.979, 2.805], [-2.617, -0.494, 3.917], [0.234, 3.822, 3.836], [0.347, 5.998, 2.635], [-0.064, 5.982, 0.181], [-1.570, 4.510, -1.462], [-0.596, 3.142, -1.975], [0.121, 4.741, -1.848], [1.593, 0.769, 5.736], [3.569, -0.629, 6.331], [4.430, -2.257, 4.660], [3.099, -2.400, 1.167], [4.520, -2.789, 2.170], [3.031, -3.707, 2.359], [2.543, 0.880, 0.974], [2.727, 1.938, -0.795], [3.856, 2.558, -1.284], [3.808, 3.032, -2.587], [2.651, 2.838, -3.333], [1.566, 2.219, -2.751], [1.586, 1.797, -1.476], [4.746, 2.644, -0.676], [4.668, 3.524, -3.022], [2.588, 3.163, -4.362], [0.653, 2.067, -3.308], [-5.722, 3.058, -0.490], [-4.846, 2.573, -1.050], [-3.721, 1.984, -1.720], [-3.725, 1.707, -3.083], [-2.600, 1.117, -3.636], [-1.519, 0.832, -2.828], [-1.501, 1.146, -1.520], [-2.589, 1.698, -0.971], [-4.593, 1.940, -3.686], [-2.563, 0.861, -4.686], [-0.645, 0.318, -3.207], [-2.552, 1.926, 0.084], [1.105, -1.269, -1.401], [0.335, -3.608, 0.241], [0.092, -4.842, -0.946], [1.186, -5.544, -1.361], [1.110, -6.557, -2.236], [-0.125, -6.907, -2.724], [-1.214, -6.166, -2.270], [-1.104, -5.148, -1.417], [2.079, -5.289, -0.952], [2.033, -7.052, -2.504], [-0.239, -7.722, -3.423], [-2.217, -6.399, -2.608]],
  "lowdin_spin": [0.011, -0.001, -0.001, 0.000, 0.000, 0.000, 0.000, 0.000, 0.000, 0.000, 0.000, 0.000, 0.000, 0.000, 0.000, 0.000, 0.000, 0.000, 0.000, 0.000, 0.000, -0.001, 0.000, 0.000, -0.001, 0.000, 0.000, 0.000, 0.000, 0.000, 0.000, 0.000, 0.000, 0.000, 0.000, 0.000, 0.000, 0.000, -0.001, 0.000, 0.000, 0.000, 0.001, 0.000, 0.000, 0.000, 0.002, 0.006, 0.000, 0.000, 0.000, 0.000, 0.000, 0.000, 0.000, 0.000, 0.000, 0.001, 0.000, 0.000, 0.000, 0.000, 0.001, 0.000, 0.201, 0.570, 0.046, 0.048, 0.007, 0.057, -0.010, 0.062, 0.000, 0.000, 0.003, -0.001],
  "multiplicity": 2,
  "total_charge": 3,
  "de_lowest_ev": 0.361
}